(1)
The following is a quantum chemistry calculation of a molecular structure, C10H23Cl2O2P2W, from the Open Molecules 2025 dataset.

Properties
HOMO level (spin up / spin down), eV: -20.301 / -20.303
LUMO energy (spin up / spin down), eV: -13.492 / -14.272
HOMO-LUMO gap (spin up / spin down), eV: 6.81 / 6.03
ΔE to the lowest compared entry with this formula, charge and spin, kJ/mol: 85.6

The geometry in ORCA input format:
```
! wB97M-V def2-TZVPD RIJCOSX def2/J DEFGRID3
* xyz 3 3
C 0.132 -0.303 -5.541
C 0.314 -0.307 -4.066
H 1.113 -0.115 -5.993
H -0.585 0.475 -5.819
H -0.244 -1.277 -5.891
O 1.363 -0.441 -3.463
Cl -1.277 -0.124 -3.152
W -0.012 0.076 0.378
P -0.307 2.254 -0.346
C 0.908 3.387 0.446
C -0.079 2.703 -2.079
H 0.103 3.787 -2.148
H -1.951 4.009 -0.081
H -0.984 2.426 -2.632
H -2.706 2.416 -0.392
H 1.932 3.009 0.320
H 0.778 2.146 -2.476
C -1.919 2.938 0.163
H 0.824 4.361 -0.054
H -2.092 2.793 1.236
H 0.707 3.508 1.518
P -0.039 -2.216 -0.160
C 1.226 -3.168 0.746
C -1.617 -2.923 0.376
H -0.608 -2.420 -2.451
H 0.479 -3.763 -1.889
H 1.125 -2.107 -2.233
C 0.274 -2.684 -1.860
H -2.441 -2.392 -0.121
H -1.610 -3.984 0.079
H 1.178 -4.192 0.338
H 1.013 -3.171 1.824
H -1.715 -2.831 1.467
H 2.220 -2.733 0.561
C 1.941 0.163 0.341
O 3.125 0.226 0.303
Cl -0.048 -0.742 2.936
C -1.302 0.244 2.021
H -2.243 -0.310 1.951
H -1.405 1.205 2.534
*
```

***

(2)
The following is a quantum chemistry calculation of a single C4H5NO molecule, from the Open Molecules 2025 dataset.

Properties
HOMO level, eV: -9.404
LUMO energy, eV: 0.711
Structure (SMILES): N#CC/C=C\O
HOMO-LUMO gap, eV: 10.11
ΔE to the lowest compared entry with this formula, charge and spin, kJ/mol: 94.0

The geometry in ORCA input format:
```
! wB97M-V def2-TZVPD RIJCOSX def2/J DEFGRID3
* xyz 0 1
O 0.979 1.705 0.076
C 0.126 1.190 -0.835
C -0.426 -0.025 -0.879
C -0.177 -1.152 0.101
C -0.110 -0.694 1.496
N -0.017 -0.278 2.572
H -0.091 1.918 -1.612
H -1.099 -0.235 -1.702
H 1.022 1.149 0.869
H 0.764 -1.675 -0.117
H -0.971 -1.901 0.031
*
```

***

(3)
The following is a quantum chemistry calculation of a molecular structure, C4H7NS2, from the Open Molecules 2025 dataset.

Properties
HOMO level, eV: -8.290
LUMO energy, eV: 0.572
HOMO-LUMO gap, eV: 8.86
ΔE to the lowest compared entry with this formula, charge and spin, kJ/mol: 330.7

The geometry in ORCA input format:
```
! wB97M-V def2-TZVPD RIJCOSX def2/J DEFGRID3
* xyz 0 1
C -2.229 0.622 0.200
C -1.294 -0.242 -0.247
C 2.527 0.678 0.483
C 0.102 -0.129 -0.738
N -2.048 -1.415 -0.345
S -3.413 -0.687 0.547
S 1.280 -0.676 0.531
H -2.328 1.556 0.736
H 2.975 0.768 1.487
H 2.223 1.693 0.231
H 3.344 0.423 -0.073
H 0.066 -1.094 -1.834
H 0.462 0.808 -1.061
H -1.669 -2.303 0.083
*
```

***

(4)
The following is a quantum chemistry calculation of 7 unconnected molecules or ions with the total composition C39H88F3N6O5S, from the Open Molecules 2025 dataset.

Properties
HOMO level, eV: -20.597
LUMO energy, eV: -9.726
HOMO-LUMO gap, eV: 10.87

The geometry in ORCA input format:
```
! wB97M-V def2-TZVPD RIJCOSX def2/J DEFGRID3
* xyz 5 1
C -2.759 -5.139 0.677
C -2.072 -5.966 1.713
O -2.211 -7.130 1.835
N -1.354 -5.208 2.788
H -1.013 -4.282 2.405
H -2.054 -4.877 3.466
C -0.288 -5.992 3.477
H -3.722 -4.801 1.069
H -2.918 -5.726 -0.221
H -2.209 -4.228 0.418
H -0.704 -6.970 3.690
H -0.023 -5.463 4.386
H 0.566 -6.032 2.810
C 3.496 -5.382 -0.040
C 3.764 -4.298 -1.037
O 4.709 -4.176 -1.721
N 2.587 -3.345 -1.295
H 1.747 -3.859 -1.564
H 2.366 -2.850 -0.404
C 2.918 -2.211 -2.227
H 4.484 -5.703 0.292
H 3.059 -6.248 -0.542
H 2.886 -5.049 0.797
H 3.933 -1.889 -2.036
H 2.226 -1.412 -1.960
H 2.717 -2.504 -3.250
C 3.580 6.651 -2.406
C 3.887 6.046 -1.026
C 2.753 5.152 -0.576
N 3.094 4.201 0.558
C 3.732 4.963 1.662
C 3.993 3.066 0.120
C 3.524 1.857 0.927
C 2.236 2.244 1.686
C 1.810 3.558 1.034
H 2.526 6.917 -2.490
H 3.727 5.889 -3.180
H 4.257 7.473 -2.604
H 3.972 6.896 -0.346
H 4.820 5.482 -1.026
H 2.444 4.518 -1.416
H 1.843 5.648 -0.237
H 3.059 5.679 2.120
H 4.653 5.391 1.276
H 4.075 4.254 2.419
H 5.021 3.330 0.335
H 3.789 2.947 -0.940
H 4.258 1.569 1.688
H 3.410 0.917 0.389
H 2.355 2.338 2.761
H 1.463 1.493 1.507
H 1.369 4.254 1.744
H 1.148 3.412 0.185
C 1.350 -2.588 5.523
C 2.595 -2.199 4.716
C 3.721 -1.912 5.707
N 5.121 -1.813 5.167
C 5.572 -3.136 4.669
C 6.048 -1.365 6.268
C 7.281 -0.814 5.521
C 6.748 -0.393 4.140
C 5.257 -0.731 4.147
H 0.495 -2.577 4.840
H 1.089 -1.828 6.261
H 1.403 -3.570 5.988
H 2.315 -1.322 4.132
H 2.801 -3.024 4.031
H 3.719 -2.668 6.492
H 3.544 -0.946 6.179
H 6.591 -3.088 4.301
H 4.872 -3.471 3.912
H 5.510 -3.824 5.510
H 6.278 -2.217 6.901
H 5.578 -0.591 6.872
H 7.973 -1.653 5.451
H 7.772 -0.024 6.077
H 7.287 -0.887 3.334
H 6.887 0.676 3.981
H 4.912 -1.117 3.188
H 4.616 0.096 4.444
C -1.928 2.960 -1.835
C -2.492 4.195 -2.545
C -2.693 3.948 -4.050
N -3.152 5.147 -4.821
C -4.203 5.933 -4.102
C -1.995 6.038 -5.193
C -1.312 5.340 -6.372
C -2.388 4.400 -6.962
C -3.639 4.743 -6.191
H -2.113 3.037 -0.762
H -0.841 2.877 -1.898
H -2.391 2.041 -2.198
H -1.768 5.010 -2.430
H -3.412 4.546 -2.085
H -3.452 3.170 -4.144
H -1.736 3.630 -4.456
H -4.980 5.257 -3.761
H -4.559 6.683 -4.801
H -3.747 6.465 -3.271
H -2.418 7.004 -5.454
H -1.329 6.159 -4.341
H -0.966 6.081 -7.088
H -0.430 4.769 -6.088
H -2.500 4.517 -8.038
H -2.120 3.348 -6.848
H -4.122 5.615 -6.640
H -4.468 4.040 -6.111
C -3.550 -2.936 -3.764
C -4.301 -2.709 -2.454
C -5.802 -2.655 -2.712
N -6.694 -2.357 -1.534
C -8.084 -2.248 -2.068
C -6.399 -1.061 -0.790
C -6.426 -1.417 0.691
C -5.889 -2.843 0.701
C -6.584 -3.465 -0.493
H -2.466 -2.931 -3.680
H -3.856 -2.228 -4.532
H -3.784 -3.948 -4.112
H -3.930 -1.761 -2.044
H -4.069 -3.468 -1.702
H -6.126 -3.639 -3.054
H -6.030 -1.920 -3.483
H -8.780 -1.947 -1.291
H -8.363 -3.228 -2.459
H -8.124 -1.565 -2.912
H -7.147 -0.315 -1.037
H -5.420 -0.693 -1.089
H -7.448 -1.402 1.073
H -5.848 -0.688 1.256
H -6.078 -3.339 1.648
H -4.817 -2.787 0.481
H -7.603 -3.809 -0.325
H -6.036 -4.321 -0.880
C -1.028 -0.900 0.359
F -1.384 -1.847 -0.524
F -0.581 0.191 -0.309
F -2.114 -0.527 1.044
S 0.245 -1.526 1.580
O 0.341 -0.541 2.608
O -0.405 -2.762 2.022
O 1.470 -1.776 0.824
*
```

***

(5)
The following is a quantum chemistry calculation of a molecular structure, C20H20FeNO3S, from the Open Molecules 2025 dataset.

Properties
HOMO level (spin up / spin down), eV: -1.151 / -3.833
LUMO energy (spin up / spin down), eV: 1.785 / 0.514
HOMO-LUMO gap (spin up / spin down), eV: 2.94 / 4.35

The geometry in ORCA input format:
```
! wB97M-V def2-TZVPD RIJCOSX def2/J DEFGRID3
* xyz -1 5
O 4.003 0.344 -0.029
C 3.123 1.102 0.058
Fe 1.852 2.362 0.364
C 3.063 3.531 0.969
O 3.839 4.176 1.540
C 1.696 1.656 1.961
O 1.841 1.166 3.006
C 0.315 1.154 -0.320
C -0.957 1.588 0.343
C -0.950 3.068 0.775
C 0.418 3.687 0.703
C 0.943 4.068 -0.577
C 0.889 3.205 -1.678
C 0.885 1.811 -1.447
H 0.498 0.072 -0.238
H -1.811 1.401 -0.332
H -1.131 0.952 1.228
H -1.625 3.623 0.107
H -1.345 3.161 1.798
H 0.638 4.346 1.552
H 1.374 5.077 -0.696
H 1.119 3.570 -2.691
H 1.372 1.159 -2.188
C -3.294 -0.981 -1.194
S -2.774 -2.746 -1.213
C -3.229 -3.221 -2.918
C -1.080 -2.633 -1.252
C -0.285 -2.696 -0.097
C 1.138 -2.739 -0.257
C 1.962 -2.685 0.848
C 1.428 -2.621 2.142
C 2.299 -2.535 3.281
N 3.011 -2.463 4.206
C 0.036 -2.650 2.314
C -0.821 -2.710 1.229
H -3.190 -0.619 -0.166
H -2.642 -0.411 -1.865
H -4.341 -0.915 -1.509
H -3.214 -4.315 -2.950
H -4.241 -2.853 -3.112
H -2.503 -2.803 -3.619
H -0.633 -2.685 -2.247
H 1.538 -2.849 -1.268
H 3.044 -2.702 0.728
H -0.364 -2.643 3.330
H -1.899 -2.804 1.382
*
```

***

(6)
The following is a quantum chemistry calculation of a molecular structure, HO2PSm, from the Open Molecules 2025 dataset.

Properties
HOMO level (spin up / spin down), eV: -10.318 / -14.942
LUMO energy (spin up / spin down), eV: -5.457 / -5.441
HOMO-LUMO gap (spin up / spin down), eV: 4.86 / 9.50

The geometry in ORCA input format:
```
! wB97M-V def2-TZVPD RIJCOSX def2/J DEFGRID3
* xyz 1 8
P 1.035 -0.346 0.628
O 0.520 -1.649 -0.083
Sm -1.059 -0.753 -1.634
O -0.160 0.692 0.176
H -0.335 2.056 0.914
*
```

***

| no. | E (a.u.) | F_max (hartree/bohr) |
| --- | --- | --- |
| 1 | -2214.28738 | 0.18385 |
| 2 | -285.37878 | 0.02175 |
| 3 | -1007.60829 | 0.09915 |
| 4 | -2939.62428 | 0.03272 |
| 5 | -2716.21305 | 0.07121 |
| 6 | -1150.08811 | 0.07749 |